(1)
This record from the OMol25 dataset describes a structure of composition C3H16AlN6O7 in a non-equilibrium geometry. The level of theory is ωB97M-V/def2-TZVPD.

```
33
C3H16AlN6O7, DFT ωB97M-V/def2-TZVPD
Al -1.38641 -2.32354 1.08264
O -2.81861 -4.55966 4.39499
H -2.25808 -5.34242 4.22881
O 0.47761 -1.06509 4.71517
H 1.39329 -1.02727 4.37659
O -0.29756 -2.80120 -2.89526
H -0.32708 -2.64337 -3.85898
O -3.60889 -0.07125 3.57958
H -2.87013 0.48968 3.27277
C 4.11980 -3.01635 -0.46242
O 3.23681 -2.97602 0.42392
N 5.33849 -3.30736 -0.22224
N 3.81272 -2.86577 -1.70459
H 5.99601 -3.40862 -0.98217
H 5.63466 -3.40854 0.73805
H 4.47917 -3.07106 -2.43521
H 2.82326 -2.93735 -1.89419
C -3.97021 2.09826 -2.33977
O -3.16235 1.38136 -1.72772
N -5.23214 2.09648 -2.24999
N -3.62210 2.93224 -3.20773
H -5.67480 2.83214 -2.78194
H -5.68323 1.52733 -1.54807
H -2.63148 2.84875 -3.38608
H -4.26809 3.57686 -3.64046
C 1.28933 2.67579 0.80300
O 1.25918 1.57136 0.25668
N 1.37628 3.79097 0.22370
N 1.35010 2.77068 2.12320
H 1.45370 3.91151 -0.77609
H 1.30185 4.69393 0.67008
H 1.15984 3.68076 2.51775
H 1.30906 1.94679 2.70598
```

## Properties
Charge: -1
Energy relative to the best compared isomer or geometry (same formula, charge and spin) in kJ/mol: 0.0
Highest occupied orbital energy in eV: -3.9
HOMO-LUMO gap in eV: 1.84

***

(2)
This record from the OMol25 dataset describes a structure of composition C28H66AsF6NO16P2S4 in a non-equilibrium geometry. The level of theory is ωB97M-V/def2-TZVPD.

```
124
C28H66AsF6NO16P2S4, DFT ωB97M-V/def2-TZVPD
N 20.64268 0.93533 5.43963
H 19.97787 0.18250 5.54619
H 21.41562 0.98204 6.08808
H 20.03127 1.72905 5.56720
H 20.88643 0.98108 4.46055
As 17.71076 -1.48348 5.42033
F 17.39085 -3.02286 4.49946
F 19.31310 -1.23746 4.77253
F 18.00064 0.10287 6.26682
F 16.10453 -1.38161 6.19906
F 18.33798 -2.27030 6.92880
F 17.01049 -0.70975 3.91956
C 14.98485 -2.78067 1.79198
C 13.82174 -3.48313 1.17186
C 12.63179 -3.06042 2.02955
S 12.73055 -1.26950 2.01927
O 12.15512 -0.74379 3.29498
O 12.15312 -0.81010 0.72503
C 14.53098 -1.34160 2.04257
H 15.95053 -2.90027 1.30080
H 15.09621 -3.07560 2.83540
H 14.05077 -4.54606 1.09538
H 13.61113 -3.15585 0.15370
H 12.75767 -3.52082 3.00950
H 11.74175 -3.22638 1.42261
H 14.69964 -0.87035 3.01086
H 14.85978 -0.62057 1.29418
C 18.21099 -1.45616 11.21662
C 17.23125 -0.99669 10.14410
C 17.80751 0.31392 9.72183
S 19.61453 0.25918 9.64714
O 20.11562 1.38215 10.45689
O 20.07554 0.04842 8.30831
C 19.68146 -1.29844 10.55889
H 17.88416 -2.40051 11.65191
H 17.97782 -0.71007 11.97630
H 16.24118 -0.74596 10.52489
H 17.15100 -1.81205 9.42518
H 17.70958 0.99187 10.56971
H 17.41919 0.95101 8.92720
H 20.30031 -1.34467 11.45498
H 19.85193 -2.12808 9.87280
C 15.06021 2.67610 4.58823
C 14.88211 3.64500 5.83567
C 16.27855 4.02355 6.40685
S 17.46217 3.75229 5.03570
O 18.38566 2.67443 5.30950
O 18.01611 5.00781 4.70560
C 16.25101 3.16394 3.73319
H 14.11680 2.52899 4.06245
H 15.34601 1.79229 5.15858
H 14.18923 3.31074 6.60787
H 14.41692 4.59513 5.57309
H 16.60228 3.52113 7.31837
H 16.51615 5.06388 6.62904
H 16.78450 2.41071 3.15340
H 16.05738 4.05496 3.13595
C 19.82547 -2.93811 1.46792
C 20.71776 -3.37465 2.66032
C 22.14286 -2.73332 2.60211
S 21.90474 -1.18805 1.66889
O 23.06710 -0.92240 0.80759
O 21.44422 -0.13162 2.59232
C 20.59990 -1.86824 0.59805
H 18.90575 -2.45373 1.79596
H 19.42184 -3.85988 1.04899
H 20.78968 -4.46226 2.66321
H 20.24521 -3.05985 3.59074
H 22.74657 -3.32982 1.91814
H 22.75325 -2.56077 3.48853
H 21.08654 -2.23474 -0.30581
H 19.90155 -1.11027 0.24327
C 21.14988 -3.46465 7.89115
C 21.02902 -4.58026 8.93076
O 22.00122 -4.35650 9.86426
P 23.30430 -5.30077 9.95516
O 23.83179 -5.74478 8.70886
O 22.92970 -6.49052 10.96957
C 22.22914 -6.20570 12.13665
C 22.64601 -7.34225 13.13016
O 24.42520 -4.52331 10.92069
C 24.89672 -3.19496 10.59727
C 23.78992 -2.13305 10.90449
H 21.20055 -2.42274 8.20729
H 22.11222 -3.71737 7.44602
H 20.33299 -3.70900 7.21210
H 20.12634 -4.73690 9.52130
H 21.08063 -5.53934 8.41537
H 22.58065 -5.21305 12.41806
H 21.15115 -6.13716 11.99060
H 22.29117 -8.34280 12.88302
H 23.72870 -7.34281 13.00409
H 22.20409 -7.05113 14.08307
H 25.85056 -3.06603 11.10882
H 24.97290 -3.21324 9.51009
H 22.93989 -2.26910 11.57309
H 24.10754 -1.09974 11.04407
H 23.11574 -2.08388 10.04941
C 13.86370 -1.06113 8.23900
C 12.65857 -1.50006 7.35607
O 11.74350 -1.89242 8.35045
P 10.24668 -2.37021 7.96253
O 9.87001 -3.74398 8.46314
O 9.36438 -1.15362 8.55612
C 9.48463 0.15851 7.99676
C 10.38079 1.07771 8.76467
O 10.12963 -2.18980 6.39761
C 8.84206 -2.31951 5.92449
C 9.20142 -1.98608 4.50047
H 13.53617 -0.49018 9.10781
H 14.28936 -1.92496 8.74960
H 14.62080 -0.41011 7.80188
H 12.26690 -0.67189 6.76544
H 12.85785 -2.26227 6.60280
H 9.73395 0.25464 6.94003
H 8.46220 0.52174 8.10081
H 9.86128 2.03571 8.74328
H 10.31073 1.00641 9.85008
H 11.32063 1.41364 8.32656
H 8.33810 -3.24254 6.21107
H 8.26126 -1.46253 6.26562
H 9.42503 -0.92867 4.35916
H 10.03046 -2.48838 4.00198
H 8.42721 -2.03308 3.73463
```

## Properties
Charge: -1
Multiplicity: 2
Highest occupied orbital energy (spin up / spin down) in eV: -0.7 / -8.0
HOMO-LUMO gap (spin up / spin down) in eV: 2.71 / 9.99
⟨S²⟩: 0.752

***

(3)
This record from the OMol25 dataset describes a structure of composition C37H57AuBCl5N8. The level of theory is ωB97M-V/def2-TZVPD.

```
109
C37H57AuBCl5N8, DFT ωB97M-V/def2-TZVPD
Au -0.89856 0.36798 -0.51098
C -1.17039 4.89295 -0.36119
C 0.05886 4.15744 -0.91180
C -0.21960 3.48541 -2.24765
C 0.65669 3.21188 0.10027
C 1.49065 3.63048 1.11978
C 1.96244 2.50227 1.76707
C 3.00729 2.67151 2.87020
C 4.31532 3.26330 2.31298
C 3.30817 1.50215 3.78917
N 1.38315 1.42959 1.16747
N 0.59917 1.87263 0.12710
B 1.51715 -0.11444 1.38879
N 0.24531 -0.87938 1.94277
N -0.93080 -0.92299 1.23425
C -1.82757 -1.65647 1.88763
C -1.20838 -2.13411 3.04239
C 0.09259 -1.67610 3.03802
C 1.11317 -2.28264 3.97734
C 2.06582 -1.37340 4.73985
C 1.86756 -3.39102 3.22331
C -3.20954 -2.08849 1.42844
C -3.23750 -3.62110 1.33164
C -3.70055 -1.49506 0.10991
N 1.82447 -0.73564 -0.00480
N 0.79178 -1.08760 -0.84012
C 1.27619 -2.03767 -1.66833
C 2.63525 -2.19688 -1.41895
C 2.95296 -1.37691 -0.35993
C 4.34373 -1.18145 0.19405
C 4.62869 -1.91499 1.51049
C 4.70798 0.30159 0.27071
C 0.59491 -2.95216 -2.66369
C -0.83002 -3.38957 -2.27263
C 0.75661 -2.46137 -4.11536
H -1.48443 5.67288 -1.06147
H -0.94476 5.36846 0.59552
H -2.01024 4.21098 -0.21146
H 0.82717 4.91020 -1.07226
H -1.02569 2.76062 -2.12117
H 0.67292 2.96318 -2.61311
H -0.52898 4.22032 -2.99506
H 1.77032 4.65219 1.33891
H 2.56974 3.45052 3.49146
H 4.88159 2.52157 1.74832
H 4.93882 3.59372 3.14690
H 4.13537 4.11982 1.66364
H 3.82614 0.69151 3.26688
H 2.39765 1.11652 4.24150
H 3.96328 1.84540 4.59297
H 2.41079 -0.31998 2.14748
H -1.64991 -2.79132 3.77936
H 0.49396 -2.76818 4.72695
H 2.88214 -1.01630 4.11452
H 2.50693 -1.93807 5.56559
H 1.53830 -0.51721 5.16852
H 2.36007 -2.98797 2.33514
H 1.18418 -4.18191 2.90678
H 2.62933 -3.83350 3.86972
H -3.90470 -1.79361 2.21586
H -2.53813 -3.96856 0.56217
H -4.24201 -3.96166 1.06753
H -2.96046 -4.09053 2.27509
H -2.93085 -1.60627 -0.66508
H -3.95520 -0.43968 0.20458
H -4.59532 -2.02666 -0.22540
H 3.29922 -2.89444 -1.91465
H 4.98453 -1.63960 -0.55764
H 4.08401 -1.47744 2.35064
H 5.69708 -1.85227 1.73259
H 4.36298 -2.97361 1.43904
H 4.01304 0.83482 0.91826
H 4.67619 0.76918 -0.71886
H 5.71741 0.41901 0.67095
H 1.20382 -3.84815 -2.61319
H -1.50879 -3.34692 -3.12876
H -1.23166 -2.79295 -1.44706
H -0.83327 -4.42541 -1.93713
H 0.26978 -1.49818 -4.30318
H 0.35233 -3.19842 -4.81618
H 1.81200 -2.32062 -4.34841
N -3.02924 0.22749 -5.24882
C -3.36003 -1.00115 -4.43538
C -2.97721 -0.75646 -2.98258
N -1.58511 -0.27101 -2.79895
C -1.11763 0.73961 -3.78433
C -1.53575 0.44727 -5.22307
H -3.49018 1.02997 -4.82656
H -3.37447 0.14628 -6.20045
H -2.79990 -1.82242 -4.87561
H -4.42285 -1.21305 -4.51788
H -3.09574 -1.69200 -2.45305
H -3.67399 -0.05532 -2.54202
H -0.96046 -1.06344 -2.84267
H -0.03074 0.79257 -3.73880
H -1.49398 1.71760 -3.51444
H -1.08088 -0.45651 -5.62255
H -1.28472 1.28479 -5.86929
Cl -3.42920 2.20225 -2.24525
C -3.48629 2.08735 -0.50440
C -2.40586 1.62077 0.24482
C -2.46318 1.85028 1.63981
Cl -1.12410 1.68725 2.70395
C -3.63246 2.34322 2.23924
Cl -3.72074 2.54752 3.93168
C -4.73772 2.68144 1.46647
Cl -6.16357 3.25806 2.19702
C -4.64460 2.59916 0.08531
Cl -5.95911 3.13724 -0.86716
```

## Properties
Charge: +2
Energy relative to the best compared isomer or geometry (same formula, charge and spin) in kJ/mol: 13.5
Highest occupied orbital energy in eV: -13.5
HOMO-LUMO gap in eV: 6.35

***

(4)
This record from the OMol25 dataset describes a cluster of 11 separate species, C4H31NO11 in total in a non-equilibrium geometry. The level of theory is ωB97M-V/def2-TZVPD.

```
47
C4H31NO11, DFT ωB97M-V/def2-TZVPD
C -0.71618 -1.50555 -0.15455
O -1.17701 -0.35859 0.49020
C 0.86079 -1.60837 -0.10774
C 1.43817 -2.32323 -1.36072
C 2.94252 -2.25149 -1.36192
N 1.43368 -2.21144 1.02340
H -1.18238 -2.40749 0.35281
H -1.08804 -1.60274 -1.18761
H -0.90452 0.48585 -0.00696
H 1.27660 -0.58677 -0.15256
H 1.24805 -3.43462 -1.37174
H 0.98254 -1.85064 -2.23899
H 3.33835 -1.27474 -1.44972
H 3.32164 -2.81454 -2.22706
H 3.37059 -2.38178 -0.40488
H 2.01863 -2.97979 0.83864
H 0.70154 -2.48416 1.76584
H 0.41550 1.36815 2.67284
H 0.73377 0.15616 3.45556
O 0.94118 1.05297 3.42693
H -0.90890 -1.21624 4.04441
H -1.17656 -1.56787 2.49610
O -0.65301 -1.65064 3.24199
H 2.25847 0.96274 2.23141
H 2.43635 -0.20841 1.17807
O 2.50203 0.73591 1.30879
H 1.94505 1.17740 -2.08229
H 2.49994 -0.01694 -2.23759
O 1.88110 0.53794 -2.80351
H -1.13141 0.59485 -3.54726
H 0.32973 0.08780 -2.97330
O -0.56029 -0.22569 -3.22274
H -4.46511 -1.30547 -0.78024
H -3.75771 -0.99953 0.48636
O -4.46910 -0.62414 -0.06693
H -1.39828 2.78450 2.67340
H -1.82101 2.22851 1.30230
O -1.22339 2.03147 2.08614
H 1.96571 1.69209 -0.08358
H 3.34601 2.19103 -0.41908
O 2.42576 2.10074 -0.82032
H -0.99107 3.65744 -1.07468
H -2.34945 2.85895 -0.96916
O -1.75871 3.51951 -0.55096
H -3.78941 0.72752 -1.03205
H -2.82820 0.72945 -1.98235
O -3.10655 1.26068 -1.40592
```

## Properties
Energy relative to the best compared isomer or geometry (same formula, charge and spin) in kJ/mol: 333.2
SMILES: CC[C@H](N)CO.O.O.O.O.O.O.O.O.O.O
Highest occupied orbital energy in eV: -9.3
HOMO-LUMO gap in eV: 9.45